No. 1
DFT (ωB97M-V with the def2-TZVPD basis set) results for C35H52BrCoN3OP2 as an isolated structure at a distorted geometry.

## Properties
- Spin multiplicity: 4
- Kohn-Sham gap (alpha / beta): 7.62 / 6.27 eV
- Total charge: +2
- HOMO energy (alpha / beta): -13.6175 / -13.6179 eV
- Expectation value of S²: 3.7822
- Molar mass: 731.61 g mol⁻¹
- LUMO level (alpha / beta): -0.22025 / -0.26997 hartree

Each line ends with the Mulliken charge.
CARTESIAN COORDINATES (ANGSTROEM)
1 C -0.33625 1.82409 -3.89754  -0.4774
2 C 0.87844 1.44600 -3.28562  -0.2326
3 C 2.06866 2.08037 -3.70018  -0.3589
4 C 1.95597 3.21085 -4.51426  -0.5651
5 N 0.78176 3.65349 -4.95227  -0.5343
6 C -0.32924 2.96916 -4.70177  -0.3962
7 C 0.91710 0.48542 -2.20883  1.3579
8 C 1.04412 -0.76142 -1.82907  -0.3416
9 C 1.13778 -2.15328 -2.16273  1.1170
10 C 1.10492 -3.08623 -1.10599  -0.1290
11 C 1.31333 -4.44301 -1.34769  -0.8105
12 C 1.46957 -4.87790 -2.67488  -0.1452
13 C 1.41513 -3.97380 -3.75003  -0.5914
14 C 1.24188 -2.61053 -3.49740  -0.5542
15 Co 0.69016 0.31825 -0.31864  -0.2084
16 P 0.30436 2.54047 0.06176  0.8449
17 H 3.04511 1.71781 -3.38101  0.4992
18 H -1.25334 1.25310 -3.76120  0.5032
19 H 2.85204 3.76326 -4.80241  0.4056
20 H -1.26037 3.32962 -5.14435  0.4144
21 H 1.17854 -1.88943 -4.31599  0.5140
22 H 0.89612 -2.74927 -0.08729  0.2605
23 H 1.51471 -4.34109 -4.77234  0.4574
24 H 1.35503 -5.14571 -0.52294  0.4986
25 C 0.08686 2.98130 1.82909  -0.6046
26 C 0.36293 4.42116 2.25611  -1.4212
27 H 0.72273 2.28779 2.39720  0.6269
28 H -0.95370 2.70812 2.05814  0.6263
29 H 0.20425 4.49533 3.33817  0.4520
30 H 1.39456 4.73785 2.05908  0.2754
31 H -0.31742 5.14408 1.79016  0.2871
32 C 1.68118 3.58768 -0.57215  -0.1098
33 C 1.34179 5.00526 -1.01973  -1.6530
34 H 2.12677 3.03971 -1.41526  0.1259
35 H 2.44365 3.60435 0.21874  0.5075
36 H 2.25958 5.49053 -1.37504  0.4727
37 H 0.62960 5.02069 -1.85478  0.2989
38 H 0.95026 5.62725 -0.20480  0.3011
39 C -1.22463 3.16694 -0.75366  0.0882
40 C -1.86774 4.45525 -0.24073  -1.5985
41 H -1.95441 2.34954 -0.68159  0.2846
42 H -0.98435 3.25439 -1.82209  0.0702
43 H -2.75686 4.66234 -0.84935  0.4633
44 H -2.20383 4.37291 0.80023  0.3534
45 H -1.21470 5.33104 -0.33404  0.2820
46 Br 1.75318 -6.71889 -2.98560  -0.1060
47 P 2.68334 -0.12780 0.61262  0.6854
48 C 3.50180 1.30518 1.41729  -0.4092
49 C 4.60324 1.02289 2.43322  -1.6046
50 H 2.70002 1.89229 1.89143  0.2733
51 H 3.89652 1.92221 0.59770  0.4533
52 H 4.98068 1.98075 2.80940  0.4528
53 H 4.24375 0.45556 3.29976  0.3349
54 H 5.46127 0.49753 1.99776  0.2872
55 C 2.63201 -1.43072 1.90920  -0.6600
56 C 3.89006 -2.25359 2.17724  -1.4474
57 H 1.80244 -2.10052 1.64422  0.4962
58 H 2.32379 -0.90405 2.82302  0.6070
59 H 3.66966 -2.97324 2.97481  0.4554
60 H 4.21688 -2.83473 1.30590  0.3103
61 H 4.73507 -1.64924 2.52889  0.2668
62 C 3.87920 -0.77604 -0.63763  -0.5252
63 C 5.37652 -0.61762 -0.39255  -1.5227
64 H 3.62037 -0.29788 -1.59269  0.4616
65 H 3.61938 -1.83667 -0.76486  0.3762
66 H 5.90518 -1.01627 -1.26711  0.4571
67 H 5.67081 0.43327 -0.28809  0.3351
68 H 5.73273 -1.18297 0.47663  0.2973
69 C -4.75918 -4.48675 4.02320  -1.1579
70 C -5.15263 -3.05180 3.72082  -0.7136
71 N -4.61206 -2.55568 2.45167  0.1610
72 C -5.04263 -3.36003 1.29374  -0.5419
73 C -6.52458 -3.18839 0.99943  -1.1828
74 C -3.60972 -1.61741 2.49437  -0.0572
75 O -3.12670 -1.21587 3.55682  -0.6893
76 C -3.14089 -1.03904 1.19409  0.0195
77 C -4.01360 -0.76983 0.13548  -0.0826
78 C -3.46959 -0.35041 -1.06360  -0.9129
79 C -2.09242 -0.14588 -1.15700  -0.2989
80 N -1.26931 -0.23044 -0.07831  0.6147
81 C -1.79757 -0.64678 1.10576  -0.4148
82 H -5.17719 -5.19592 3.30047  0.3489
83 H -5.14970 -4.73504 5.01210  0.4074
84 H -3.67135 -4.60042 4.04880  0.2917
85 H -6.24102 -2.98897 3.62607  0.3425
86 H -4.81461 -2.38691 4.51805  0.4349
87 H -4.44181 -3.14542 0.40109  0.4231
88 H -4.86742 -4.40844 1.55786  0.3235
89 H -6.78838 -2.13238 0.87209  0.3061
90 H -6.77711 -3.71259 0.06976  0.3884
91 H -7.14514 -3.59324 1.80621  0.3791
92 H -5.08388 -0.87001 0.26461  0.6256
93 H -4.08005 -0.17757 -1.94969  0.5273
94 H -1.62968 0.16007 -2.09412  -0.2334
95 H -1.13175 -0.64799 1.96864  0.7609

Cartesian forces, eV/Å:
0.4877 0.2589 0.1718
0.0327 0.8763 -0.4447
-0.5145 0.1552 0.1251
-0.1108 -0.6540 0.1295
-0.0166 0.4771 -0.2538
0.2182 -0.6707 0.1491
0.5376 -3.7064 -0.8140
-0.5302 2.9622 -2.3490
-0.1661 -0.7909 0.5501
0.1612 -0.4307 -0.3194
-0.1261 0.4805 -0.3955
0.0612 0.2668 0.1982
-0.0943 0.1575 0.2964
0.1374 -0.0496 0.3245
-1.3621 -0.2373 1.0106
0.0095 1.6836 -0.4248
-0.2438 0.1816 0.1260
0.1873 0.2914 0.1515
-0.3011 -0.0674 -0.0162
0.3134 -0.0309 0.0503
0.1578 -0.2888 0.2169
0.2145 -0.0787 -0.3421
-0.0575 0.1336 0.3259
-0.0996 0.0026 -0.1696
-0.0817 -0.5398 0.1155
0.0024 0.3442 0.1809
-0.2149 0.1732 0.0472
0.1978 -0.0122 0.0642
0.0667 -0.0195 -0.1873
-0.2167 -0.1348 -0.0106
0.2470 -0.2669 0.0711
0.1902 -0.2511 0.0386
0.1062 0.3986 -0.0792
-0.1125 0.1479 0.2655
-0.1667 0.0397 -0.1366
-0.1961 -0.0928 0.0451
0.1367 -0.0400 0.2221
0.0915 -0.2237 -0.2419
0.0070 -0.3895 -0.2026
-0.1598 0.3023 0.0017
0.0859 0.1694 0.0118
-0.0236 0.0015 0.2128
0.1574 -0.0656 0.1490
0.1069 -0.0139 -0.2470
-0.1741 -0.3134 0.0628
-0.0553 0.3831 -0.0371
1.9943 -0.6292 0.9694
-0.2424 0.2715 -0.1980
0.3488 0.0380 0.2506
0.2728 -0.1266 -0.1137
-0.1058 -0.0713 0.1246
-0.0910 -0.1706 -0.0301
0.0458 0.1231 -0.2209
-0.3138 0.1144 0.1309
-0.4853 0.0951 0.1335
0.3116 -0.2353 0.1653
0.1800 0.1089 0.1711
-0.0425 -0.1431 -0.0849
0.0121 0.1219 -0.1728
-0.1307 0.1872 0.1463
-0.2903 -0.1388 -0.1751
-0.3531 0.0460 -0.3900
0.2865 -0.0681 0.0301
0.0724 -0.0706 0.1984
0.0311 0.2055 0.0269
-0.0911 0.1093 0.1712
-0.0567 -0.2301 0.0118
-0.1290 0.2330 -0.2142
0.0766 -0.0655 0.1686
-0.1647 0.1314 0.0695
0.7678 0.3489 -0.3483
0.0877 0.0574 0.0257
-0.1809 0.0662 -0.2438
-0.7059 -0.5434 1.3243
-0.0473 -0.0857 -1.1145
0.3051 0.3985 0.1739
0.6257 -0.0370 0.2169
0.6231 0.2643 -0.5590
-0.1525 -0.0238 0.6090
-0.9148 -0.2675 0.4563
-0.3132 -0.0345 -1.1765
0.0684 0.0585 0.2830
0.0504 -0.1213 -0.1045
-0.1088 -0.0080 -0.0126
0.1180 0.1046 0.2744
-0.1317 -0.0805 -0.2221
-0.0676 -0.0134 0.3759
0.1519 0.2028 -0.2780
-0.0085 -0.1331 0.0387
-0.0157 0.0479 0.2472
0.0947 0.0679 -0.2498
0.0837 -0.1849 -0.0514
0.1021 -0.0363 0.2886
-0.1597 -0.1683 0.3332
-0.2979 -0.2339 -0.0976



No. 2
DFT (ωB97M-V with the def2-TZVPD basis set) results for C14H8Cl2F6N4O6PtS3 as an isolated structure at a distorted geometry.

## Properties
- Energy relative to the best compared isomer or geometry (same formula, charge and spin): 1149.8 kJ/mol
- Kohn-Sham gap (alpha / beta): 3.33 / 3.34 eV
- HOMO energy (alpha / beta): -5.8472 / -5.8535 eV
- Molar mass: 804.41 g mol⁻¹
- LUMO level (alpha / beta): -0.09238 / -0.09245 hartree

Each line ends with the natural charge from an NBO analysis.
CARTESIAN COORDINATES (ANGSTROEM)
1 Pt 0.13135 1.24202 0.61408  0.8909
2 N -3.46363 -0.31755 -0.42142  -0.5056
3 C -2.86525 -1.57146 -0.34957  0.0938
4 C -3.36356 -2.85487 -0.54388  -0.2437
5 C -2.44299 -3.87859 -0.45229  -0.1802
6 C -1.08095 -3.64296 -0.19430  -0.2024
7 C -0.58707 -2.37481 0.00662  -0.1484
8 C -1.51900 -1.34354 -0.05486  0.1740
9 N -1.35262 0.02092 0.08140  -0.4436
10 C -2.50613 0.59695 -0.16346  0.4209
11 C -2.50828 2.05198 -0.22496  0.0790
12 C -3.47601 2.98718 -0.36770  -0.4134
13 S -2.78156 4.55218 -0.38460  0.5232
14 C -1.23050 3.88342 -0.18853  -0.1080
15 N -1.22698 2.58526 -0.12681  -0.4375
16 H -4.43259 -0.12851 -0.60486  0.4266
17 H -4.40552 -3.04267 -0.76462  0.2174
18 H -2.77744 -4.89671 -0.60204  0.2169
19 H -0.40068 -4.48238 -0.16463  0.2267
20 H 0.46257 -2.17169 0.16525  0.2777
21 H -4.53974 2.84576 -0.45639  0.2609
22 H -0.33077 4.47412 -0.10644  0.2602
23 F -0.92544 -1.88546 3.12216  -0.4079
24 C -0.49620 -0.61047 3.43553  0.5831
25 F -0.42690 -0.58428 4.79879  -0.3868
26 F -1.55186 0.23453 3.07386  -0.4343
27 S 1.96560 0.59239 3.22077  2.3913
28 O 1.18155 1.64755 3.77187  -0.8983
29 O 2.43781 -0.46272 4.04822  -0.8698
30 N 1.46476 0.06813 1.67146  -0.9980
31 S 2.66954 1.26768 0.97878  1.3842
32 O 1.69987 2.50427 1.09065  -0.9043
33 O 3.30878 1.28922 2.48913  -0.8465
34 C 5.54699 -0.82857 -1.19531  0.7181
35 F 1.96048 -1.89253 -1.87822  -0.8634
36 F 6.03637 -1.45848 -2.20483  -0.2734
37 F 6.42738 -0.86445 -0.25377  -0.2727
38 Cl 3.56441 0.07629 -1.55439  0.6187
39 C 3.52703 1.10508 -2.70611  -0.2961
40 Cl 3.39731 2.77066 -2.48985  0.1267
41 C 0.36398 0.57584 -3.47292  1.0201
42 O 0.63416 1.04142 -4.50674  -0.5482
43 O 0.13004 0.12986 -2.43631  -0.4728
44 H 3.78172 0.74995 -3.69875  0.2451

Cartesian forces, eV/Å:
-0.0699 0.4803 0.7993
-0.0167 0.0542 0.0134
0.0278 -0.0377 -0.0141
0.0013 -0.0113 -0.0178
-0.0255 0.0058 -0.0169
0.0310 -0.0001 -0.0077
-0.0290 -0.0064 0.0420
-0.0329 0.0357 0.0759
0.1284 -0.1198 0.1641
0.0265 0.0618 0.0200
0.0192 -0.0444 -0.0302
-0.0145 -0.0013 -0.0641
0.0527 -0.0297 -0.0008
-0.0240 0.0580 -0.0332
-0.2497 -0.3349 0.0365
0.0055 -0.0010 -0.0140
-0.0015 0.0015 0.0067
-0.0032 -0.0009 0.0128
0.0034 0.0021 -0.0049
0.0143 -0.0104 -0.0207
-0.0016 -0.0001 0.0159
-0.0084 0.0028 0.0384
-0.4471 0.1954 0.1388
1.9786 0.2667 -0.6948
-0.7254 -0.0317 -0.0028
-0.4246 -0.2645 0.3227
-3.3547 -1.5424 1.5221
0.8547 0.4588 -0.1401
0.7731 0.3474 -0.5492
1.1671 0.8424 -1.3716
-0.7268 1.0498 2.6881
0.4946 -0.8708 -1.1937
0.4467 -0.0773 -0.8420
2.8350 -1.1410 1.1073
0.6321 0.8654 0.2381
-0.1650 0.1655 0.1414
-0.0243 -0.1451 -0.2263
-2.8386 -1.2653 -1.2623
0.2616 0.6036 -0.6903
-0.0786 0.2601 0.0075
0.2260 -0.1109 -0.0854
-0.0115 -0.0322 0.0636
-0.3300 0.1604 -0.0504
-0.3757 0.1614 -0.1213



No. 3
DFT (ωB97M-V with the def2-TZVPD basis set) results for the molecule C27H44O2.

## Properties
- Energy relative to the best compared isomer or geometry (same formula, charge and spin): 137.8 kJ/mol
- Kohn-Sham gap: 9.35 eV
- SMILES: CC(C)=CCC/C(C)=C/CC/C(C)=C/CCC(=O)OC/C=C(\C)CCC=C(C)C
- HOMO energy: -8.5538 eV
- Molar mass: 400.65 g mol⁻¹
- LUMO level: 0.02941 hartree

Each line ends with the natural charge from an NBO analysis.
CARTESIAN COORDINATES (ANGSTROEM)
1 C 3.16011 -3.52476 8.22559  -0.6511
2 C 1.69143 -3.78063 8.05959  0.0318
3 C 1.14540 -4.81392 9.00201  -0.6308
4 C 0.91306 -3.17889 7.16788  -0.1992
5 C 1.32858 -2.16318 6.14882  -0.4283
6 C 1.74987 -2.85059 4.83587  -0.4104
7 C 2.16650 -1.84202 3.80353  0.0280
8 C 3.48548 -1.16052 4.04890  -0.6633
9 C 1.38530 -1.55280 2.76895  -0.1885
10 C 1.68908 -0.56339 1.68796  -0.4307
11 C 2.19890 -1.28048 0.42343  -0.4120
12 C 2.53406 -0.29614 -0.65867  0.0440
13 C 3.78144 0.51824 -0.46649  -0.6625
14 C 1.75085 -0.13035 -1.71854  -0.2152
15 C 2.01548 0.85758 -2.81641  -0.4339
16 C 0.86294 0.91877 -3.82463  -0.4869
17 C -0.40604 1.35478 -3.12682  0.8149
18 O -1.33518 0.62832 -2.87742  -0.6244
19 O -0.34375 2.63914 -2.79197  -0.5096
20 C -1.46624 3.19447 -2.08644  -0.1124
21 C -2.51007 3.69048 -3.03871  -0.2465
22 C -3.74932 3.22297 -3.14566  0.0760
23 C -4.28395 2.10957 -2.29380  -0.6812
24 C -4.69762 3.79916 -4.15805  -0.4196
25 C -4.88692 2.84435 -5.35121  -0.4251
26 C -3.59530 2.64065 -6.07881  -0.2101
27 C -2.88658 1.52286 -6.17557  0.0417
28 C -1.58630 1.49507 -6.92631  -0.6305
29 C -3.26090 0.20463 -5.56736  -0.6662
30 H 3.72743 -4.38490 7.86823  0.2167
31 H 3.39988 -3.38721 9.27933  0.2136
32 H 3.48951 -2.64833 7.67686  0.2113
33 H 0.09279 -5.00572 8.81176  0.2128
34 H 1.69559 -5.74868 8.89622  0.2084
35 H 1.25685 -4.48097 10.03399  0.2093
36 H -0.13002 -3.46529 7.12070  0.1925
37 H 0.49085 -1.49563 5.93655  0.2115
38 H 2.15460 -1.55395 6.51728  0.2002
39 H 0.91215 -3.44371 4.46480  0.2076
40 H 2.57819 -3.53105 5.04820  0.2016
41 H 4.03944 -1.66990 4.83330  0.2124
42 H 3.33486 -0.12492 4.35463  0.2215
43 H 4.09636 -1.15869 3.14848  0.2181
44 H 0.45405 -2.09066 2.64677  0.1921
45 H 0.78021 -0.01526 1.42851  0.2133
46 H 2.43414 0.15741 2.02372  0.2010
47 H 1.42985 -1.97186 0.07533  0.2099
48 H 3.08629 -1.86344 0.68327  0.2026
49 H 4.33873 0.18128 0.40329  0.2124
50 H 4.42609 0.44132 -1.34156  0.2206
51 H 3.53624 1.57222 -0.33324  0.2210
52 H 0.85807 -0.72964 -1.82613  0.2055
53 H 2.93496 0.58524 -3.34572  0.2149
54 H 2.17076 1.85402 -2.39242  0.2174
55 H 0.69665 -0.06425 -4.26683  0.2238
56 H 1.09880 1.64162 -4.60678  0.2317
57 H -1.04354 4.02327 -1.51070  0.1970
58 H -1.86677 2.43552 -1.41101  0.2045
59 H -2.17207 4.48144 -3.69412  0.1978
60 H -4.36967 2.42878 -1.25520  0.2228
61 H -3.61837 1.24967 -2.33273  0.2522
62 H -5.26867 1.80298 -2.63510  0.2115
63 H -4.31547 4.75314 -4.52592  0.2056
64 H -5.66826 3.97648 -3.68781  0.2091
65 H -5.61765 3.28923 -6.03374  0.2124
66 H -5.28900 1.89733 -4.99569  0.2026
67 H -3.21188 3.53822 -6.54991  0.1878
68 H -1.27872 2.49326 -7.22805  0.2105
69 H -0.80777 1.05842 -6.30270  0.2048
70 H -1.68034 0.87705 -7.81994  0.2113
71 H -2.96379 -0.60937 -6.22629  0.2094
72 H -4.32674 0.12341 -5.37814  0.2097
73 H -2.73490 0.07875 -4.62117  0.2490

Cartesian forces, eV/Å:
-0.1481 0.1015 -0.1337
-0.0393 -0.1181 0.1861
-0.0484 0.0767 -0.1496
-0.0089 0.1690 -0.0146
0.1160 -0.2676 -0.0578
-0.1527 0.2813 -0.0075
-0.1080 -0.2059 0.0051
-0.1109 0.0719 -0.0840
0.0355 0.1265 -0.0405
0.0843 -0.2772 -0.0070
-0.1642 0.2599 -0.0123
-0.0683 -0.1981 -0.0264
-0.1117 0.0182 -0.0817
0.1039 0.0526 -0.0278
0.0441 0.0130 -0.0236
0.0244 0.1138 0.1248
0.1955 -0.3713 -0.3667
-0.1292 -0.0292 0.1213
0.3197 0.3376 0.0064
-0.4845 0.0157 0.2125
0.2888 -0.1224 0.1076
-0.0266 0.2926 0.0562
0.0981 -0.0707 0.0190
0.0475 -0.0812 -0.0795
0.0784 0.0638 0.0063
-0.2275 -0.0072 -0.0362
0.1275 -0.0377 -0.1584
-0.1346 0.1498 0.0424
-0.1201 0.1349 0.0677
0.0970 -0.0627 0.0172
0.0768 0.0109 0.0743
0.1130 0.0746 -0.0432
-0.0874 -0.0464 0.0127
0.0317 -0.1223 0.0566
0.0212 -0.0259 0.1121
-0.1392 -0.1206 0.0755
0.0640 0.0631 -0.0082
-0.0041 0.0972 0.0070
0.0170 -0.0645 -0.0092
-0.0001 -0.0775 0.0180
0.0931 -0.0078 0.0740
0.0963 0.0837 0.0468
0.1149 0.0541 -0.0516
-0.1349 -0.1611 0.0697
0.0558 0.0873 -0.0216
0.0090 0.1164 0.0071
0.0186 -0.0657 -0.0024
0.0026 -0.0729 0.0172
0.0957 0.0146 0.0808
0.1105 0.0435 -0.0351
0.0735 0.1137 0.0349
-0.1570 -0.1952 0.0698
-0.0083 0.0849 -0.0154
0.0704 0.0091 -0.0793
-0.0696 0.0751 0.0030
-0.0332 -0.0450 -0.0349
-0.0279 -0.1693 -0.0535
0.0754 0.1305 -0.0104
-0.0648 0.1632 -0.1291
-0.0717 -0.0420 0.0725
0.0097 -0.1017 0.0667
-0.1147 -0.0490 0.0092
-0.0282 0.0426 0.0201
-0.0136 0.0785 0.0076
-0.0587 -0.0798 0.0559
-0.0994 -0.0398 -0.0243
0.1697 0.0935 -0.0908
0.0636 0.0708 -0.0380
0.1591 -0.0730 0.0140
0.0615 -0.0913 -0.0506
-0.0051 -0.1060 -0.0469
-0.0996 -0.0749 0.0360
0.0370 -0.1052 0.0378



molar mass of number 3 (C27H44O2)? 400.65 g mol⁻¹